DFT (the ωB97M-V functional and the def2-TZVPD basis) results for C3H10N2S in the gas phase.

Calculated values
SMILES string   NC[C@H](N)CS
Energy above the lowest of the compared OMol25 structures with the same formula, charge and spin   37.0 kJ/mol

```
! RIJCOSX wB97M-V def2-TZVPD def2/J DEFGRID3
* xyz 0 1
N -0.57 -2.07 -0.97
C 0.42 -1.18 -0.41
C -0.14 0.26 -0.30
N 0.74 1.22 -0.96
C -0.45 0.55 1.19
S -0.67 2.30 1.61
H -0.35 -3.06 -0.92
H -0.83 -1.83 -1.91
H 0.68 -1.57 0.58
H 1.35 -1.09 -0.97
H -1.12 0.22 -0.79
H 1.25 1.76 -0.28
H 0.21 1.94 -1.44
H -1.34 -0.02 1.47
H 0.36 0.15 1.80
H 0.45 2.42 2.31
*
```

=====

DFT (the ωB97M-V functional and the def2-TZVPD basis) results for 2 unconnected molecules or ions with the total composition C29H32N9O4P.

Calculated values
SMILES string   CN(C)c1ccc(P(c2ccc(N(C)C)cc2)c2ccc(N(C)C)cc2)cc1.O=[N+]([O-])c1cc([N+](=O)[O-])c2nnnn2c1

```
! RIJCOSX wB97M-V def2-TZVPD def2/J DEFGRID3
* xyz 0 1
C 0.05 2.60 -5.80
N 1.03 2.45 -4.75
C 2.41 2.55 -5.16
C 0.66 2.02 -3.50
C 1.45 2.36 -2.36
C 1.02 1.97 -1.11
C -0.07 1.08 -0.96
P -0.37 0.36 0.70
C -1.66 -0.87 0.30
C -1.37 -2.17 -0.16
C -2.38 -2.96 -0.69
C -3.73 -2.56 -0.57
N -4.73 -3.35 -1.07
C -5.98 -3.53 -0.37
C -4.46 -4.35 -2.08
C -4.04 -1.32 0.05
C -3.01 -0.47 0.43
C 1.09 -0.74 0.84
C 1.44 -1.22 2.12
C 2.42 -2.19 2.26
C 3.07 -2.71 1.10
N 3.98 -3.72 1.23
C 4.31 -4.58 0.12
C 4.89 -3.80 2.35
C 2.75 -2.20 -0.18
C 1.83 -1.16 -0.29
C -0.88 0.79 -2.09
C -0.51 1.25 -3.34
H -0.92 2.90 -5.39
H 0.40 3.38 -6.49
H -0.09 1.67 -6.36
H 3.07 2.32 -4.32
H 2.62 1.85 -5.98
H 2.62 3.57 -5.51
H 2.36 2.93 -2.50
H 1.54 2.33 -0.22
H -0.35 -2.55 -0.11
H -2.15 -3.91 -1.19
H -6.08 -2.80 0.44
H -6.82 -3.40 -1.07
H -6.05 -4.54 0.06
H -3.70 -3.98 -2.77
H -4.10 -5.29 -1.63
H -5.38 -4.55 -2.63
H -5.09 -1.02 0.13
H -3.25 0.51 0.85
H 0.93 -0.83 3.00
H 2.64 -2.64 3.23
H 3.43 -4.76 -0.51
H 5.10 -4.14 -0.52
H 4.67 -5.54 0.51
H 4.62 -3.07 3.11
H 4.85 -4.81 2.78
H 5.92 -3.61 2.02
H 3.24 -2.62 -1.06
H 1.68 -0.70 -1.26
H -1.79 0.20 -1.98
H -1.08 0.97 -4.23
O -2.20 5.47 1.13
N -2.01 4.33 1.61
O -2.63 3.31 1.20
C -1.08 4.12 2.68
C -0.27 5.14 3.24
C 0.64 4.86 4.25
N 1.50 5.90 4.79
O 2.30 5.64 5.70
O 1.37 7.04 4.27
C 0.74 3.51 4.75
N 1.47 2.86 5.68
N 1.07 1.56 5.63
N 0.14 1.36 4.73
N -0.11 2.56 4.16
C -1.00 2.81 3.15
H -0.34 6.15 2.86
H -1.58 1.97 2.78
*
```

=====

DFT (the ωB97M-V functional and the def2-TZVPD basis) results for a molecular structure, C8H11InN4O9.

Calculated values
Energy above the lowest of the compared OMol25 structures with the same formula, charge and spin   0.0 kJ/mol

```
! RIJCOSX wB97M-V def2-TZVPD def2/J DEFGRID3
* xyz 2 1
In 1.52 3.29 -7.92
N 0.71 1.23 -3.06
O 0.58 1.26 -4.26
O -0.12 1.14 -2.21
O 1.85 1.28 -2.64
C -1.63 -3.10 -3.83
N -0.35 -3.65 -4.29
O 0.64 -3.38 -3.62
O -0.30 -4.25 -5.35
H -2.30 -3.96 -3.83
H -1.97 -2.29 -4.47
H -1.46 -2.71 -2.83
C -0.33 4.74 -0.10
N 0.35 3.85 0.87
O 1.53 3.59 0.68
O -0.27 3.39 1.86
H -0.13 4.43 -1.13
H 0.09 5.73 0.05
H -1.41 4.65 0.03
C -1.74 -1.40 3.37
C -1.01 -1.19 4.55
C 0.43 -0.92 4.46
C 1.10 -1.05 3.26
C 0.39 -1.36 2.09
C -0.97 -1.47 2.17
N 2.57 -0.70 3.17
O 3.14 -0.48 4.21
O 3.10 -0.43 2.10
H -2.79 -1.64 3.41
H -1.45 -1.11 5.53
H 0.93 -0.68 5.39
H 0.80 -1.29 1.09
H -1.52 -1.51 1.24
*
```

=====

DFT (the ωB97M-V functional and the def2-TZVPD basis) results for 9 unconnected molecules or ions with the total composition C51H76F9N2O27SSi2.

```
! RIJCOSX wB97M-V def2-TZVPD def2/J DEFGRID3
* xyz 1 1
C 4.80 3.66 6.58
Si 5.21 3.33 4.73
C 6.02 1.59 4.67
C 6.55 4.54 4.11
O 3.77 3.39 3.77
C 3.19 4.69 3.73
C 1.82 4.83 4.48
N 0.72 3.96 3.89
F 0.94 4.04 2.53
C 0.82 2.51 4.23
N 1.63 2.18 5.42
C -0.56 1.73 4.36
O -1.63 2.46 3.78
C -1.87 3.72 4.47
C -2.22 3.56 6.00
C -1.05 3.60 7.04
O -1.57 4.22 8.25
C -3.19 4.29 3.78
C -4.52 3.60 4.25
C -4.66 2.07 3.89
C -4.74 1.82 2.32
C -4.96 0.27 2.11
C -4.73 -0.22 0.62
C -3.47 -1.20 0.67
C -2.97 -1.66 -0.76
Si -1.16 -2.28 -0.65
C -0.15 -0.93 0.31
C -0.97 -3.93 0.26
C -0.46 -2.28 -2.43
C 1.02 -2.35 -2.55
C 1.60 -2.32 -3.89
C 0.70 -2.20 -5.03
C -0.76 -2.14 -4.92
C -1.35 -2.18 -3.57
C -0.62 4.66 4.15
S -0.90 5.83 2.71
H 5.71 3.93 7.17
H 4.05 4.50 6.60
H 4.30 2.77 7.04
H 6.09 1.14 5.69
H 7.07 1.65 4.25
H 5.44 0.91 3.98
H 6.16 5.60 4.07
H 7.43 4.59 4.80
H 6.88 4.19 3.09
H 3.90 5.38 4.28
H 3.18 5.09 2.68
H 1.51 5.91 4.31
H 1.88 4.74 5.59
H 1.36 2.02 3.37
H 1.50 1.19 5.61
H 1.41 2.75 6.23
H -0.46 0.78 3.76
H -0.74 1.40 5.42
H -2.74 2.56 6.11
H -2.94 4.37 6.29
H -0.71 2.57 7.36
H -0.15 4.20 6.75
H -1.35 5.16 8.13
H -3.32 5.39 4.01
H -3.13 4.11 2.67
H -4.79 3.81 5.33
H -5.34 4.11 3.67
H -3.84 1.42 4.29
H -5.64 1.72 4.30
H -3.79 2.09 1.79
H -5.62 2.35 1.85
H -4.24 -0.28 2.78
H -5.99 -0.04 2.44
H -4.59 0.61 -0.12
H -5.60 -0.87 0.35
H -2.70 -0.67 1.28
H -3.74 -2.13 1.23
H -3.66 -2.44 -1.17
H -3.01 -0.76 -1.45
H -0.76 0.01 0.31
H 0.17 -1.27 1.32
H 0.76 -0.70 -0.32
H 0.06 -4.37 0.20
H -1.76 -4.69 0.00
H -1.14 -3.71 1.36
H 1.63 -2.43 -1.62
H 2.71 -2.36 -3.98
H 1.17 -2.14 -6.04
H -1.40 -2.05 -5.81
H -2.46 -2.11 -3.43
H -0.51 5.37 5.02
H -1.52 5.13 1.71
C -5.81 7.07 7.39
C -6.03 6.87 5.92
O -4.77 7.22 5.36
C -3.85 6.92 6.32
O -2.68 6.83 6.12
O -4.43 6.74 7.53
F -6.96 7.73 5.44
H -5.97 8.10 7.70
H -6.44 6.42 7.99
H -6.29 5.85 5.63
C 3.12 1.38 -3.17
C 2.92 1.18 -4.64
O 4.17 1.53 -5.19
C 5.09 1.24 -4.22
O 6.26 1.15 -4.41
O 4.50 1.06 -3.01
F 1.98 2.03 -5.12
H 2.95 2.41 -2.86
H 2.49 0.72 -2.57
H 2.67 0.16 -4.92
C 8.47 -2.79 5.54
C 7.87 -1.65 4.76
O 7.94 -0.57 5.67
C 9.02 -0.82 6.46
O 9.54 -0.01 7.16
O 9.43 -2.12 6.35
F 6.57 -1.89 4.47
H 7.74 -3.29 6.18
H 8.95 -3.52 4.90
H 8.41 -1.40 3.84
C 1.75 -6.32 -2.44
C 0.55 -6.62 -3.30
O -0.15 -7.59 -2.53
C 0.15 -7.32 -1.23
O -0.46 -7.76 -0.31
O 1.23 -6.50 -1.12
F 0.92 -7.18 -4.47
H 2.57 -7.02 -2.61
H 2.12 -5.31 -2.58
H -0.09 -5.76 -3.48
C 2.89 1.25 -8.32
C 2.83 1.14 -9.81
O 3.24 -0.19 -10.04
C 2.86 -0.89 -8.94
O 2.79 -2.08 -8.88
O 2.56 -0.07 -7.90
F 3.72 1.98 -10.40
H 3.89 1.51 -7.95
H 2.18 1.98 -7.93
H 1.84 1.31 -10.24
C -2.78 -9.65 -1.31
C -4.21 -10.10 -1.24
O -4.49 -10.50 -2.57
C -3.30 -10.92 -3.08
O -3.19 -11.57 -4.07
O -2.25 -10.51 -2.32
F -5.03 -9.07 -0.92
H -2.68 -8.62 -1.63
H -2.26 -9.78 -0.37
H -4.39 -10.93 -0.56
C -2.69 0.27 -8.88
C -1.89 0.42 -10.15
O -1.18 1.62 -9.93
C -1.01 1.72 -8.58
O -0.23 2.45 -8.06
O -1.83 0.87 -7.91
F -2.70 0.58 -11.22
H -3.63 0.82 -8.92
H -2.90 -0.77 -8.64
H -1.19 -0.40 -10.33
C -3.08 -5.47 -8.73
C -2.28 -4.25 -9.06
O -2.58 -3.37 -7.99
C -2.85 -4.17 -6.92
O -2.89 -3.79 -5.80
O -3.08 -5.45 -7.30
F -2.70 -3.68 -10.22
H -4.11 -5.40 -9.09
H -2.64 -6.38 -9.11
H -1.20 -4.42 -9.11
*
```

=====

Sequential HOMO-LUMO gap output: 9.9, 5.2, 2.2, 8.0 eV
Sequential largest force on an atom output: 0.59, 3.77, 3.76, 3.69 eV Å⁻¹